{"formula": "C38H98N10O14", "method": "ωB97M-V/def2-TZVPD", "e_lumo_ev": 0.270, "orbital_gap_ha": 0.3249, "homo_energy_ev": -8.6, "total_charge": 0, "fmax_ev_per_a": 7.0, "de_lowest_ev": 7.279, "symbols": ["C", "O", "C", "C", "N", "C", "C", "O", "C", "H", "H", "H", "H", "H", "H", "H", "H", "H", "H", "H", "H", "H", "H", "H", "C", "O", "C", "C", "N", "C", "C", "O", "C", "H", "H", "H", "H", "H", "H", "H", "H", "H", "H", "H", "H", "H", "H", "H", "C", "O", "C", "C", "N", "C", "C", "O", "C", "H", "H", "H", "H", "H", "H", "H", "H", "H", "H", "H", "H", "H", "H", "H", "C", "O", "C", "C", "N", "C", "C", "O", "C", "H", "H", "H", "H", "H", "H", "H", "H", "H", "H", "H", "H", "H", "H", "H", "C", "O", "C", "C", "N", "C", "C", "O", "C", "H", "H", "H", "H", "H", "H", "H", "H", "H", "H", "H", "H", "H", "H", "H", "C", "O", "C", "C", "N", "C", "C", "O", "C", "H", "H", "H", "H", "H", "H", "H", "H", "H", "H", "H", "H", "H", "H", "H", "N", "C", "N", "O", "H", "H", "H", "H", "N", "C", "N", "O", "H", "H", "H", "H"], "positions_angstrom": [[-1.68660, -5.65319, -22.15243], [-0.36017, -6.14582, -22.41111], [0.63918, -5.90788, -21.42173], [1.95752, -6.62859, -21.84063], [2.99136, -6.03877, -21.03222], [4.11890, -5.70022, -21.86515], [5.07401, -6.91924, -22.02099], [4.27981, -8.10959, -22.22511], [4.97529, -9.23090, -21.79156], [-2.33901, -6.23488, -21.50121], [-2.24906, -5.60309, -23.08477], [-1.56545, -4.66814, -21.70177], [0.39734, -6.37302, -20.46609], [0.64733, -4.81800, -21.40830], [2.16597, -6.47075, -22.89880], [1.89409, -7.71062, -21.72532], [3.23057, -6.74836, -20.35447], [4.77911, -4.88948, -21.55703], [3.73717, -5.31322, -22.80994], [5.62838, -7.08961, -21.09809], [5.81230, -6.88329, -22.82209], [4.89423, -9.40308, -20.71830], [6.02218, -9.29420, -22.08835], [4.39531, -9.98674, -22.32113], [-3.54978, 1.35553, -10.63403], [-3.33336, 0.38401, -9.62295], [-3.55058, -0.86912, -10.10053], [-2.85899, -2.03322, -9.29928], [-1.37941, -2.10501, -9.24581], [-0.84349, -2.46966, -10.53333], [0.74967, -2.61012, -10.53585], [1.27333, -1.28386, -10.34898], [2.58875, -1.20624, -10.13873], [-2.82779, 1.41695, -11.44832], [-3.47442, 2.25382, -10.02126], [-4.54440, 1.34605, -11.07986], [-3.24374, -0.99603, -11.13872], [-4.61839, -1.06024, -9.99399], [-3.31671, -2.99928, -9.51212], [-3.20433, -1.76374, -8.30117], [-1.03094, -1.30852, -8.73173], [-1.14922, -1.80426, -11.34072], [-1.14111, -3.44840, -10.90961], [1.04632, -3.09737, -11.46466], [1.07513, -3.33853, -9.79316], [2.87461, -0.16213, -10.01138], [3.12272, -1.51516, -11.03737], [2.94968, -1.73786, -9.25827], [-4.58377, 5.37123, -13.35914], [-3.21854, 4.82474, -13.13148], [-2.16724, 5.67463, -13.58863], [-0.87379, 4.93495, -13.34766], [0.35573, 5.61082, -13.63687], [0.62010, 5.88082, -14.95619], [1.17711, 4.59071, -15.78310], [2.48311, 4.34192, -15.16342], [3.06507, 3.06742, -15.48274], [-4.87375, 6.16749, -12.67360], [-5.33278, 4.59212, -13.21742], [-4.75395, 5.73292, -14.37321], [-2.10589, 6.60953, -13.03159], [-2.25252, 5.92204, -14.64674], [-1.02777, 4.00554, -13.89593], [-0.80901, 4.64002, -12.30032], [1.08517, 4.94698, -13.41932], [1.33491, 6.69666, -14.84869], [-0.21738, 6.40405, -15.41766], [1.32757, 4.91355, -16.81327], [0.55014, 3.69980, -15.81889], [4.07957, 2.84911, -15.14923], [3.15717, 2.96360, -16.56386], [2.34505, 2.34848, -15.09184], [-2.21412, 0.32175, -20.83577], [-0.97332, 0.93022, -20.59190], [-1.01969, 1.97336, -19.69112], [0.44202, 2.18873, -19.14036], [1.39514, 2.97858, -19.97982], [2.00201, 2.23317, -21.16619], [3.15654, 1.27528, -20.78131], [3.96827, 1.82806, -19.77933], [5.08028, 1.03231, -19.29901], [-2.15967, -0.59638, -21.42074], [-2.91873, 1.02150, -21.28517], [-2.57404, -0.13314, -19.91293], [-1.78537, 1.66259, -18.98031], [-1.41884, 2.81185, -20.26184], [0.79305, 1.17806, -18.93199], [0.28846, 2.67275, -18.17587], [2.07762, 3.42307, -19.38254], [2.55859, 3.07932, -21.56909], [1.32632, 1.79353, -21.89988], [3.78648, 1.13754, -21.66012], [2.88907, 0.22724, -20.64649], [5.99671, 1.41399, -19.74909], [5.19894, -0.03492, -19.48623], [4.98924, 1.05844, -18.21313], [1.49692, 0.03812, -13.74591], [1.42503, -0.31188, -15.05820], [0.14767, -0.04518, -15.68551], [0.09670, -0.75243, -17.11967], [-0.05090, -2.21541, -16.95967], [0.07645, -2.91248, -18.22523], [0.20850, -4.45943, -17.94450], [1.29166, -4.67780, -16.92623], [2.56327, -4.21045, -17.40035], [2.45264, 0.06764, -13.22262], [0.97205, -0.71346, -13.15621], [1.23869, 1.07714, -13.54139], [0.24702, 1.03857, -15.74655], [-0.74635, -0.23398, -15.09123], [0.94501, -0.46685, -17.74169], [-0.72844, -0.26458, -17.63857], [0.74983, -2.48105, -16.40437], [0.80626, -2.64901, -18.99078], [-0.77641, -2.69072, -18.86674], [0.22791, -5.15666, -18.78211], [-0.75743, -4.70755, -17.50458], [3.06530, -5.02210, -17.92693], [3.20066, -4.09621, -16.52356], [2.47943, -3.24036, -17.89025], [-3.93081, -2.66181, -16.64201], [-4.22133, -3.67463, -15.70211], [-3.24256, -4.70553, -15.57042], [-3.51697, -5.63452, -14.39776], [-3.04075, -5.16078, -13.15642], [-3.49770, -3.82970, -12.65193], [-4.94622, -3.79736, -12.12515], [-5.16836, -4.70994, -10.99466], [-6.46571, -4.64135, -10.45508], [-4.16081, -2.97395, -17.66072], [-2.91117, -2.32860, -16.44862], [-4.68440, -1.95300, -16.29879], [-2.20943, -4.43834, -15.34826], [-3.43485, -5.37158, -16.41156], [-3.09760, -6.62568, -14.57048], [-4.59073, -5.79383, -14.29901], [-3.26008, -5.84332, -12.44498], [-3.14761, -2.99975, -13.26568], [-2.91061, -3.72782, -11.73921], [-5.73926, -3.94289, -12.85865], [-5.07279, -2.72422, -11.98217], [-6.63048, -5.33057, -9.62689], [-7.28739, -4.93547, -11.10812], [-6.60152, -3.58108, -10.24179], [3.60236, -5.37348, -13.93006], [4.24957, -6.11617, -14.78642], [3.49060, -7.12654, -15.26806], [5.35750, -5.89260, -15.11450], [4.24425, -4.92393, -13.29289], [2.63972, -5.60977, -13.73617], [2.51791, -7.19094, -15.00382], [4.07489, -7.89221, -15.57210], [2.66988, -7.90882, -18.26180], [3.63307, -8.74615, -18.23896], [4.66943, -8.11612, -17.75781], [3.47049, -9.90625, -18.46116], [1.79626, -8.02113, -18.75604], [2.86950, -7.00966, -17.84736], [4.59206, -7.26258, -17.22341], [5.46087, -8.71303, -17.56433]]}